The following is a quantum chemistry calculation of a 14-piece molecular cluster, C86H202N14O14 overall at a distorted geometry, from OMol25.

Structure (XYZ):
```
316
Properties=species:S:1:pos:R:3
C -0.137 -2.881 -2.601
C -0.490 -4.111 -1.759
C -2.040 -4.401 -2.082
O -2.251 -4.623 -3.441
C -3.505 -5.106 -3.732
N 0.348 -5.177 -2.157
H -0.485 -3.040 -3.579
H 0.955 -2.707 -2.550
H -0.669 -1.974 -2.288
H -0.508 -3.925 -0.687
H -2.693 -3.557 -1.783
H -2.481 -5.278 -1.541
H -3.499 -5.576 -4.695
H -4.184 -4.251 -3.785
H -3.901 -5.823 -2.998
H 0.137 -5.262 -3.148
H 0.014 -6.055 -1.759
C -0.277 7.626 1.561
C 0.975 6.794 1.171
C 0.678 5.580 0.379
O -0.047 5.947 -0.817
C -0.101 5.009 -1.855
N 1.804 7.566 0.268
H -0.934 7.914 0.748
H 0.149 8.579 1.962
H -0.951 7.197 2.293
H 1.612 6.494 2.012
H 0.098 4.915 0.972
H 1.573 5.025 0.135
H -0.667 5.470 -2.704
H -0.740 4.093 -1.623
H 0.929 4.689 -2.126
H 2.093 8.474 0.613
H 1.257 7.772 -0.589
C -5.213 2.227 4.301
C -5.694 3.084 3.150
C -4.754 3.246 1.964
O -3.500 3.803 2.366
C -2.810 4.559 1.312
N -6.970 2.678 2.593
H -5.954 2.280 5.098
H -4.251 2.510 4.770
H -5.059 1.229 3.862
H -5.828 4.068 3.599
H -5.240 3.818 1.144
H -4.543 2.250 1.512
H -2.317 3.878 0.650
H -2.004 5.101 1.824
H -3.507 5.257 0.852
H -7.001 1.737 2.246
H -7.633 2.814 3.341
C 5.873 4.052 3.893
C 4.940 3.919 2.667
C 4.512 2.402 2.372
O 5.650 1.650 2.042
C 5.308 0.472 1.271
N 3.774 4.835 2.841
H 6.237 5.032 4.127
H 6.804 3.528 3.601
H 5.457 3.651 4.829
H 5.506 4.155 1.758
H 3.824 2.472 1.540
H 4.031 1.899 3.202
H 6.186 -0.086 1.163
H 4.982 0.665 0.224
H 4.520 -0.187 1.753
H 4.110 5.661 3.269
H 3.415 5.157 1.926
C -4.535 3.541 -3.326
C -3.450 2.470 -3.008
C -3.963 1.073 -3.359
O -3.052 0.046 -3.094
C -3.568 -1.254 -3.489
N -2.165 2.939 -3.642
H -4.965 3.421 -4.282
H -4.080 4.541 -3.203
H -5.331 3.476 -2.571
H -3.259 2.398 -1.960
H -4.173 0.899 -4.458
H -4.905 0.912 -2.869
H -2.757 -1.930 -3.240
H -3.831 -1.289 -4.542
H -4.387 -1.523 -2.862
H -2.385 3.114 -4.596
H -1.510 2.141 -3.719
C -4.140 -2.710 6.166
C -3.398 -1.934 5.088
C -1.851 -1.801 5.383
O -1.238 -3.077 5.111
C 0.180 -3.170 5.202
N -3.538 -2.550 3.707
H -3.980 -3.767 6.261
H -5.214 -2.649 5.896
H -3.999 -2.162 7.105
H -3.730 -0.864 5.026
H -1.667 -1.530 6.455
H -1.448 -1.099 4.667
H 0.325 -4.260 5.239
H 0.588 -2.622 6.038
H 0.669 -2.839 4.267
H -3.587 -3.560 3.771
H -2.634 -2.385 3.198
C -1.556 -5.104 1.985
C -1.951 -6.225 2.921
C -0.752 -7.028 3.481
O -0.165 -7.665 2.362
C 1.072 -8.345 2.725
N -2.794 -5.640 4.034
H -1.094 -5.562 1.130
H -1.126 -4.236 2.572
H -2.459 -4.635 1.624
H -2.631 -6.970 2.386
H -1.120 -7.728 4.230
H -0.019 -6.315 3.891
H 1.680 -7.868 3.500
H 1.635 -8.428 1.773
H 0.879 -9.411 3.050
H -3.258 -6.357 4.592
H -2.270 -5.087 4.743
C 7.645 -0.165 -1.871
C 7.363 -1.273 -2.927
C 5.926 -1.704 -2.884
O 5.176 -0.585 -3.243
C 3.787 -0.868 -2.957
N 7.847 -0.885 -4.231
H 7.178 -0.503 -0.976
H 7.052 0.727 -2.118
H 8.687 0.124 -1.702
H 7.894 -2.198 -2.607
H 5.690 -2.057 -1.878
H 5.663 -2.542 -3.582
H 3.579 -1.090 -1.908
H 3.399 -1.698 -3.478
H 3.188 -0.024 -3.269
H 7.388 -0.032 -4.534
H 7.807 -1.577 -4.965
C 4.073 3.535 -1.208
C 4.335 4.127 -2.547
C 3.827 3.090 -3.642
C 3.770 3.770 -5.068
C 2.843 4.980 -5.109
C 3.238 6.053 -4.106
N 3.491 5.353 -2.688
O 4.002 6.309 -1.755
C 4.495 6.768 -4.502
C 2.131 7.018 -3.824
C 5.784 4.399 -2.713
H 4.492 2.549 -1.072
H 3.010 3.513 -0.962
H 4.504 4.238 -0.447
H 4.362 2.165 -3.581
H 2.792 2.851 -3.396
H 3.348 2.997 -5.703
H 4.817 3.968 -5.477
H 1.820 4.643 -4.955
H 2.867 5.415 -6.122
H 4.168 7.529 -5.222
H 4.888 7.257 -3.624
H 5.264 6.065 -4.859
H 2.580 7.882 -3.369
H 1.879 7.394 -4.817
H 1.269 6.587 -3.399
H 6.225 4.599 -3.714
H 6.346 3.652 -2.170
H 5.922 5.327 -2.185
H 3.284 6.473 -1.105
C 3.342 2.318 6.181
C 1.810 2.180 6.128
C 1.366 2.269 7.614
C -0.170 2.518 7.730
C -0.554 3.719 6.915
C -0.065 3.653 5.441
N 1.337 3.330 5.375
O 1.643 3.190 4.034
C -1.041 2.736 4.657
C -0.248 5.102 4.854
C 1.469 0.782 5.515
H 3.522 3.352 6.264
H 3.910 1.952 5.336
H 3.657 1.733 7.067
H 1.747 1.386 8.140
H 1.884 3.154 8.014
H -0.420 2.797 8.761
H -0.699 1.661 7.399
H 0.005 4.616 7.406
H -1.542 4.025 6.878
H -1.951 3.278 4.455
H -0.627 2.631 3.654
H -1.221 1.822 5.198
H 0.459 5.759 5.321
H 0.044 5.088 3.802
H -1.283 5.312 5.003
H 1.587 0.896 4.436
H 0.468 0.470 5.793
H 2.239 0.135 5.992
H 2.318 3.830 3.760
C -7.578 -0.743 4.213
C -7.664 -1.577 2.956
C -9.093 -1.508 2.459
C -9.123 -1.986 0.994
C -8.195 -1.195 0.089
C -6.753 -1.187 0.547
N -6.806 -0.846 1.985
O -5.494 -0.759 2.417
C -6.025 -2.492 0.224
C -6.154 0.014 -0.184
C -7.236 -3.031 3.270
H -8.082 -1.209 5.065
H -8.059 0.233 4.026
H -6.525 -0.633 4.433
H -9.777 -2.201 2.983
H -9.483 -0.489 2.503
H -10.174 -1.845 0.688
H -8.894 -3.067 0.945
H -8.625 -0.123 0.185
H -8.416 -1.450 -0.945
H -6.723 -3.334 0.190
H -5.539 -2.279 -0.735
H -5.191 -2.664 0.933
H -5.102 0.198 0.048
H -6.129 -0.270 -1.243
H -6.836 0.893 -0.071
H -7.676 -3.675 2.519
H -7.608 -3.274 4.243
H -6.146 -3.103 3.237
H -5.206 -1.628 2.827
C -2.005 -0.864 -8.288
C -1.179 -1.484 -7.073
C -0.016 -2.296 -7.677
C 1.207 -1.497 -8.089
C 1.621 -0.616 -6.899
C 0.544 0.340 -6.401
N -0.703 -0.505 -6.103
O -1.729 0.346 -5.695
C 0.916 0.875 -5.068
C 0.211 1.504 -7.394
C -2.067 -2.502 -6.344
H -2.971 -0.509 -7.934
H -1.484 -0.001 -8.767
H -2.188 -1.660 -9.053
H 0.293 -3.041 -6.896
H -0.387 -2.963 -8.432
H 2.060 -2.213 -8.297
H 0.973 -0.845 -8.991
H 2.549 -0.055 -6.998
H 1.856 -1.263 -6.038
H 0.224 1.753 -4.794
H 1.992 1.092 -4.919
H 0.776 0.054 -4.369
H 0.155 1.040 -8.441
H 1.023 2.232 -7.436
H -0.734 1.964 -7.166
H -3.030 -2.041 -6.020
H -2.221 -3.332 -7.006
H -1.562 -2.814 -5.427
H -1.765 0.329 -4.717
C 2.512 -5.091 0.753
C 3.879 -4.463 0.458
C 4.958 -5.089 1.358
C 5.249 -6.549 1.032
C 5.732 -6.628 -0.417
C 4.758 -6.037 -1.420
N 4.316 -4.670 -0.950
O 3.409 -4.178 -1.881
C 5.515 -5.777 -2.745
C 3.592 -6.989 -1.632
C 3.812 -3.008 0.572
H 2.443 -5.003 1.851
H 2.385 -6.131 0.495
H 1.749 -4.403 0.351
H 5.825 -4.464 1.313
H 4.589 -4.994 2.386
H 4.395 -7.160 1.311
H 5.957 -6.900 1.751
H 5.980 -7.627 -0.751
H 6.666 -6.034 -0.419
H 6.036 -6.686 -2.940
H 4.814 -5.563 -3.525
H 6.144 -4.941 -2.511
H 3.439 -7.627 -0.737
H 2.645 -6.626 -1.849
H 3.933 -7.673 -2.426
H 3.187 -2.457 -0.136
H 4.814 -2.682 0.320
H 3.510 -2.750 1.566
H 2.546 -4.608 -1.711
C -2.608 -1.581 0.725
C -1.407 -0.667 1.048
C -0.306 -1.487 1.658
C 1.053 -0.819 1.711
C 1.417 -0.433 0.281
C 0.387 0.573 -0.252
N -0.950 -0.142 -0.250
O -1.944 0.826 -0.639
C 0.453 1.918 0.438
C 0.638 0.795 -1.705
C -1.935 0.353 2.025
H -3.407 -1.520 1.432
H -2.249 -2.620 0.727
H -2.937 -1.369 -0.290
H -0.682 -1.876 2.622
H -0.158 -2.402 1.051
H 1.861 -1.399 2.129
H 0.967 0.077 2.292
H 1.349 -1.389 -0.253
H 2.429 -0.035 0.195
H 0.360 1.899 1.531
H 1.331 2.360 0.115
H -0.338 2.511 0.032
H 1.537 1.428 -1.802
H 0.857 -0.155 -2.127
H -0.200 1.230 -2.209
H -1.149 0.835 2.582
H -2.646 -0.115 2.686
H -2.425 1.062 1.377
H -2.226 0.695 -1.549
```

- Electronic energy: -5217.39916 Eh
- E_LUMO: 0.44 eV
- Relative energy (zero: lowest compared OMol25 entry of this formula, charge and spin): 0.0 kcal/mol
- HOMO-LUMO gap: 0.311 hartree

Here are the Mulliken charges for atoms 1 to 8, given in e:
1. C 0.23
2. C -0.25
3. C -0.24
4. O -0.26
5. C -0.74
6. N 0.09
7. H 0.23
8. H -0.35